Here is C14H21CsFNO2 as an isolated structure in a non-equilibrium geometry from the OMol25 dataset. Energies are from wB97M-V/def2-TZVPD.

Its max |F| is 0.0744 Eh/bohr. The value obtained for the HOMO-LUMO gap is 4.85 eV. The HOMO energy comes out at -4.98 eV. The value obtained for the molar mass is 387.23 g/mol. The LUMO energy comes out at -0.1 eV. As for the multiplicity: 1.

Last column: natural (NBO) charge in e.
Cartesian coordinates (Å):
C1 5.73236 8.83919 9.49470  -0.273
H1 4.81018 8.94232 10.07635  0.214
H2 9.15180 9.17278 2.34413  0.172
H3 5.18876 5.33687 5.70080  0.180
H4 8.75356 6.72712 3.30423  0.179
H5 4.40056 5.73165 4.23347  0.193
H6 9.26405 8.21270 8.28462  0.200
H7 7.73925 6.37018 8.46010  0.212
H8 8.01659 5.50672 5.34342  0.182
H9 5.96734 16.36756 5.46088  0.245
H10 9.37188 7.23443 4.83232  0.183
C2 6.48425 15.63132 6.07854  -0.503
O1 6.32301 6.14522 4.25112  -0.556
H11 7.36122 17.07045 7.17501  0.216
C3 8.49350 7.26440 4.21823  -0.096
C4 5.08143 6.08121 4.99633  -0.233
H12 6.15900 10.94062 9.61034  0.202
C5 7.52728 6.42236 4.95996  -0.094
C6 6.16393 7.56434 9.14265  0.255
H13 10.03618 8.98735 3.80101  0.173
H14 4.70781 7.05734 5.37674  0.160
H15 7.33254 6.94608 5.95437  0.181
H16 8.88714 10.41947 3.63284  0.184
C7 7.82710 9.83697 8.66179  -0.076
C8 6.53461 9.96955 9.28348  -0.351
H17 8.36914 16.57913 5.78766  0.217
Cs1 6.24188 10.29437 5.92034  0.943
C9 8.48627 10.93721 8.12802  -0.785
C10 7.77807 16.20154 6.58418  -0.584
C11 7.45736 7.38393 8.66533  -0.275
N1 6.75952 13.36662 4.84073  -0.391
H18 8.10281 12.00318 8.22501  0.178
C12 9.08612 9.30238 3.37126  -0.240
F1 5.29018 6.53217 9.26413  -0.353
H19 5.90738 15.29406 6.93188  0.249
C13 6.58502 14.40402 5.27092  0.329
C14 8.25627 8.47088 8.50089  -0.298
H20 9.53411 10.81527 7.71258  0.190
H21 8.32478 15.53290 7.23792  0.230
O2 8.02277 8.61640 3.96114  -0.560